{"formula": "C7H4ClNOS", "method": "ωB97M-V/def2-TZVPD", "species": ["C", "C", "C", "C", "C", "C", "C", "H", "H", "H", "H", "N", "O", "S", "Cl"], "coordinates": [[-2.0029, -0.1778, -0.0649], [-1.7085, 1.1789, -0.0216], [-0.4039, 1.6585, -0.0469], [0.5088, 0.6237, -0.0539], [2.5344, -0.2641, 0.0020], [0.2905, -0.7161, -0.0558], [-0.9886, -1.1850, -0.1030], [-2.4268, 2.0019, -0.0110], [-0.1593, 2.7560, 0.0398], [1.7725, -2.1750, 0.3112], [-1.3176, -2.2496, 0.0349], [1.5554, -1.2353, 0.1467], [1.8714, 0.9079, 0.0468], [4.1613, -0.4367, -0.1477], [-3.6867, -0.6872, -0.0766]], "forces_ev_per_a": [[0.3816, -0.7069, -0.2172], [-0.4300, 1.2995, -0.3485], [0.1280, -0.5592, 0.3744], [1.3334, 3.6131, 0.0516], [-0.0352, -0.6305, 0.6822], [0.4897, -0.1059, 0.5930], [-2.4707, -0.5657, 0.8323], [-0.5063, -0.8993, 0.0488], [-0.1396, -1.6101, -0.2393], [0.4296, -1.3098, -0.0659], [0.6368, 1.1794, -0.4329], [0.5512, 0.4595, -0.7998], [-0.2477, -0.3045, -0.6693], [-0.7167, -0.0118, 0.1607], [0.5960, 0.1523, 0.0299]], "lowdin_charge": [-0.630, -0.120, 0.027, -0.204, -0.867, -0.204, -0.014, 0.114, 0.153, 0.139, 0.132, 0.133, 0.044, 0.659, 0.640], "gap_ev": 8.82, "lumo_ev": 0.2850, "charge": 0, "largest_force_ev_per_a": 3.85, "smiles": "S=c1[nH]c2cc(Cl)ccc2o1", "e_above_lowest_kj_mol": 56.1}